1.
This record from the Open Molecules 2025 dataset describes one molecule with the formula C3H5N3. The level of theory is ωB97M-V with the def2-TZVPD basis set.

Properties
Total charge = 0
Energy = -7661.7337 eV
SMILES = Cn1cncn1
LUMO = 0.85 eV
Energy above the lowest of the compared OMol25 structures with the same formula, charge and spin = 0.722 eV
Frontier orbital gap = 0.39840 hartree

Atoms and positions in Å:
C -1.629 -0.301 0.027
N -0.154 -0.197 -0.113
C 0.457 0.998 -0.080
N 1.761 0.894 -0.024
C 1.942 -0.449 -0.011
N 0.830 -1.177 -0.059
H -2.178 -0.499 -0.904
H -1.916 -1.048 0.767
H -1.999 0.668 0.395
H -0.078 1.933 -0.063
H 2.965 -0.822 0.063

2.
This record from the Open Molecules 2025 dataset describes C16H30BBr2Cl2IO7SSi2 as an isolated structure in a non-equilibrium geometry. The level of theory is ωB97M-V with the def2-TZVPD basis set.

Properties
Total charge = 0
Energy = -231911.1925 eV
LUMO = -0.08 eV
Frontier orbital gap = 0.33225 hartree

Atoms and positions in Å:
C -1.538 -4.225 -0.868
O -0.965 -3.087 -0.131
B -0.290 -2.235 -1.088
O 0.358 -2.753 -2.291
Si -0.196 -0.273 -0.833
O -0.540 -0.025 0.853
C -0.210 1.316 1.300
C -0.720 1.412 2.847
C -1.793 2.628 3.048
C 0.458 1.694 3.894
C 1.425 0.452 4.218
C 0.941 -0.961 3.655
C 2.920 0.869 3.779
O -1.196 0.617 -1.911
Si -2.874 0.609 -1.541
S -3.450 1.846 0.136
C -3.738 1.431 -3.081
C -2.959 0.826 -4.356
O -2.836 -0.430 -4.459
O -2.371 1.621 -5.359
C -3.690 -1.111 -1.370
C -3.953 -1.610 0.116
O -3.344 -1.276 1.135
I -5.550 -3.102 0.383
C 1.696 0.114 -1.027
Br 2.984 -0.308 0.454
C 2.279 0.664 -2.188
C 1.433 1.013 -3.486
Br 4.244 1.025 -2.293
H -2.397 -4.667 -0.268
H -1.972 -3.866 -1.869
H -0.754 -5.034 -1.084
H 1.195 -3.161 -1.975
H 0.921 1.524 1.354
H -0.645 2.153 0.649
H -1.328 0.460 3.074
H -1.796 2.979 4.145
H -1.576 3.486 2.333
H -2.838 2.168 2.892
H -0.058 1.980 4.886
H 1.030 2.647 3.582
H 1.458 0.348 5.367
H 1.602 -1.757 4.168
H -0.146 -1.189 3.907
H 1.085 -1.110 2.538
H 3.430 -0.079 3.364
H 2.870 1.672 2.955
H 3.539 1.291 4.639
H -4.722 2.359 -0.169
H -3.613 2.562 -3.098
H -4.828 1.089 -3.152
H -1.706 1.037 -5.803
H -3.155 -1.952 -1.951
H -4.727 -1.031 -1.873
H 0.837 1.965 -3.255
H 2.092 1.256 -4.386
H 0.679 0.207 -3.773
C 7.922 -0.841 -1.266
Cl 7.679 0.559 -2.319
Cl 6.523 -1.920 -1.300
H 8.799 -1.389 -1.605
H 8.075 -0.493 -0.246

3.
This record from the Open Molecules 2025 dataset describes C46H50GeN4O2Sn as an isolated structure. The level of theory is ωB97M-V with the def2-TZVPD basis set.

Properties
Total charge = +2
Energy = -120903.7668 eV
LUMO = -6.71 eV
Energy above the lowest of the compared OMol25 structures with the same formula, charge and spin = 0.000 eV
Frontier orbital gap = 0.24706 hartree

Atoms and positions in Å:
Sn 0.093 0.043 0.320
C 2.776 1.176 -2.881
C 2.069 -0.098 -2.409
C 1.517 -0.873 -3.605
C 2.998 -0.911 -1.517
C 3.824 -1.861 -2.102
C 4.805 -2.497 -1.361
C 4.972 -2.180 -0.029
C 4.164 -1.245 0.618
C 4.557 -0.951 2.061
C 5.800 -0.052 2.082
C 3.505 -0.388 3.011
C 3.162 -0.635 -0.144
N 2.236 0.317 0.418
C 2.557 1.580 0.540
C 1.549 2.535 0.528
C 1.640 3.923 0.625
C 0.420 4.424 0.229
C -0.399 3.345 -0.150
N 0.262 2.174 0.068
C -1.715 3.571 -0.852
C -2.642 4.393 0.056
C -1.417 4.364 -2.138
C -2.407 2.278 -1.228
H 2.113 1.781 -3.502
H 3.652 0.911 -3.475
H 3.117 1.792 -2.047
H 1.189 0.239 -1.838
H 2.292 -1.065 -4.347
H 0.745 -0.286 -4.103
H 1.091 -1.833 -3.310
H 3.724 -2.089 -3.154
H 5.448 -3.231 -1.829
H 5.753 -2.669 0.542
H 4.852 -1.922 2.467
H 5.579 0.928 1.652
H 6.619 -0.486 1.511
H 6.142 0.102 3.106
H 3.388 0.690 2.884
H 3.831 -0.553 4.038
H 2.533 -0.866 2.884
H 3.601 1.882 0.584
H 2.518 4.474 0.924
H 0.149 5.462 0.139
H -2.212 5.364 0.301
H -2.846 3.866 0.990
H -3.591 4.567 -0.453
H -0.949 5.324 -1.927
H -2.350 4.555 -2.669
H -0.755 3.803 -2.801
H -2.817 1.799 -0.345
H -1.729 1.588 -1.740
H -3.235 2.479 -1.908
O -5.582 -2.547 -4.534
C -6.008 -1.828 -3.482
O -7.151 -1.503 -3.377
C -4.989 -1.452 -2.434
C -5.484 -1.098 -1.181
C -4.627 -0.704 -0.173
C -3.256 -0.653 -0.412
C -2.761 -0.958 -1.672
C -3.623 -1.370 -2.676
N -2.343 -0.248 0.605
C -2.593 -0.511 1.823
C -1.652 -0.068 2.863
C -2.014 -0.044 4.194
C -1.125 0.481 5.124
C 0.096 0.966 4.689
C 0.407 0.884 3.343
N -0.442 0.363 2.453
H -4.676 -2.856 -4.423
H -6.555 -1.118 -1.027
H -5.033 -0.400 0.784
H -1.701 -0.879 -1.885
H -3.214 -1.581 -3.657
H -3.480 -1.056 2.141
H -2.987 -0.413 4.491
H -1.391 0.522 6.172
H 0.809 1.402 5.375
H 1.349 1.242 2.958
Ge 0.011 -2.705 -0.016
C 1.614 -3.535 0.646
C 2.283 -4.400 -0.218
C 3.308 -5.207 0.260
C 3.681 -5.141 1.593
C 3.030 -4.267 2.457
C 1.997 -3.474 1.987
C -1.555 -3.272 0.973
C -1.528 -3.358 2.368
C -2.628 -3.831 3.068
C -3.767 -4.234 2.381
C -3.797 -4.175 0.994
C -2.698 -3.697 0.294
H -0.176 -2.840 -1.527
H 2.003 -4.462 -1.263
H 3.813 -5.888 -0.412
H 4.476 -5.774 1.964
H 3.317 -4.220 3.499
H 1.488 -2.814 2.679
H -0.638 -3.081 2.920
H -2.589 -3.912 4.147
H -4.620 -4.617 2.924
H -4.672 -4.515 0.456
H -2.733 -3.670 -0.788

4.
This record from the Open Molecules 2025 dataset describes an isolated ion of composition CH3IO2P and charge -1 in a non-equilibrium geometry. The level of theory is ωB97M-V with the def2-TZVPD basis set.

Properties
Total charge = -1
Energy = -22573.0270 eV
SMILES = C[P@](=O)([O-])I
LUMO = 3.10 eV
Energy above the lowest of the compared OMol25 structures with the same formula, charge and spin = 1.468 eV
Frontier orbital gap = 0.28597 hartree

Atoms and positions in Å:
C 0.849 -0.516 -0.069
P -0.559 0.689 0.149
O -0.532 1.749 -1.248
O -0.624 1.276 1.515
I -2.371 -0.968 -0.161
H 0.989 -0.994 1.004
H 0.525 -1.292 -0.927
H 1.722 0.056 -0.263

5.
This record from the Open Molecules 2025 dataset describes C28H94NO20Pd as an isolated structure in a non-equilibrium geometry. The level of theory is ωB97M-V with the def2-TZVPD basis set.

Properties
⟨S²⟩ = 2.009
Multiplicity = 3
Total charge = +1
Energy = -76461.3205 eV
LUMO (alpha / beta) = -1.75 / -3.52 eV
Frontier orbital gap (alpha / beta) = 0.33842 / 0.24245 hartree

Atoms and positions in Å:
Pd -0.841 -3.264 2.442
C -0.046 -2.097 -1.543
C 0.122 -0.625 -1.003
C -0.485 0.258 -2.184
C -0.489 1.759 -1.862
C -1.263 2.010 -0.505
C -0.849 1.138 0.684
N -0.615 -0.317 0.262
O -0.373 -1.233 1.420
C -1.989 1.332 1.729
C 0.532 1.843 1.174
C 1.662 -0.331 -1.025
H 0.777 -2.783 -1.345
H -0.194 -2.155 -2.622
H -0.928 -2.595 -1.140
H -1.503 -0.024 -2.453
H 0.227 0.342 -3.005
H -0.978 2.330 -2.652
H 0.518 2.176 -1.880
H -2.251 1.764 -0.894
H -1.230 3.061 -0.219
H -2.891 0.800 1.426
H -2.201 2.397 1.820
H -1.682 1.035 2.732
H 0.437 2.514 2.028
H 1.095 2.296 0.358
H 1.181 1.119 1.666
H 1.859 0.713 -0.779
H 2.197 -0.573 -1.943
H 2.147 -0.863 -0.207
C 4.360 2.105 0.777
O 5.312 1.085 0.490
H 4.005 2.541 -0.157
H 3.438 1.704 1.198
H 4.766 2.835 1.477
H 5.282 0.814 -0.430
C -0.352 5.580 -2.280
O 0.523 5.079 -1.332
H -1.269 6.015 -1.881
H 0.200 6.330 -2.845
H -0.857 4.905 -2.972
H 1.128 4.496 -1.796
C -1.084 -1.398 4.943
O -1.848 -1.991 3.929
H -0.619 -0.536 4.464
H -1.741 -1.124 5.768
H -0.218 -1.992 5.233
H -2.723 -1.601 3.972
C -4.724 0.160 4.335
O -4.383 -0.701 3.338
H -4.258 -0.071 5.293
H -4.443 1.188 4.103
H -5.805 0.203 4.464
H -4.847 -0.341 2.579
C 2.925 2.643 -3.562
O 2.245 3.716 -2.944
H 2.371 1.837 -4.042
H 3.475 2.983 -4.439
H 3.578 2.099 -2.878
H 2.107 4.370 -3.633
C -6.654 1.675 0.873
O -6.930 1.065 2.108
H -6.936 1.009 0.057
H -7.190 2.600 0.658
H -5.591 1.825 0.686
H -7.878 1.115 2.248
C 2.361 3.355 3.815
O 2.977 4.458 3.154
H 2.418 2.538 3.096
H 2.901 2.850 4.616
H 1.453 3.603 4.366
H 2.464 4.587 2.352
C -4.399 -0.581 -0.745
O -3.318 -1.333 -0.259
H -4.477 0.357 -0.196
H -4.420 -0.442 -1.826
H -5.311 -1.148 -0.556
H -2.593 -0.751 -0.020
C 3.742 -4.515 -3.087
O 3.398 -5.301 -4.185
H 4.693 -4.009 -3.253
H 2.991 -3.724 -3.091
H 3.614 -5.043 -2.142
H 3.774 -4.919 -4.982
C -2.525 -6.346 -1.007
O -1.679 -5.266 -1.303
H -3.300 -6.472 -1.763
H -1.929 -7.258 -1.029
H -3.038 -6.327 -0.046
H -1.297 -5.357 -2.179
C 4.955 -0.619 -3.042
O 5.348 -0.593 -1.651
H 4.841 0.391 -3.436
H 5.603 -1.288 -3.607
H 3.992 -1.123 -3.121
H 5.649 -1.478 -1.435
C -0.807 3.562 -5.998
O -0.325 4.939 -5.905
H -0.354 3.040 -5.156
H -1.871 3.545 -5.762
H -0.693 2.989 -6.918
H 0.552 4.961 -5.516
C 4.080 -3.126 0.131
O 5.343 -3.620 -0.303
H 3.747 -3.256 1.160
H 4.131 -2.043 0.025
H 3.244 -3.382 -0.521
H 5.972 -3.375 0.380
C -1.058 3.089 5.421
O -2.351 3.622 5.263
H -1.007 2.142 5.958
H -0.649 2.972 4.417
H -0.476 3.861 5.923
H -2.188 4.561 5.148
C -0.310 5.093 1.947
O 0.909 5.403 1.262
H -0.785 4.282 1.395
H -0.155 4.866 3.001
H -1.046 5.896 1.996
H 0.783 5.388 0.311
C 1.057 -2.100 -5.602
O 0.550 -0.730 -5.579
H 0.303 -2.816 -5.278
H 1.504 -2.365 -6.560
H 1.714 -2.215 -4.740
H 0.909 -0.436 -4.739
C 1.177 -5.215 0.411
O -0.025 -4.661 0.815
H 1.878 -4.809 1.140
H 1.173 -6.295 0.554
H 1.473 -4.961 -0.607
H -0.620 -4.802 0.074
C -4.064 -4.078 1.834
O -2.795 -3.459 1.438
H -4.723 -3.331 2.275
H -4.513 -4.596 0.987
H -3.952 -4.851 2.594
H -3.104 -2.855 0.759
C 2.069 -1.957 3.326
O 1.106 -2.987 3.397
H 1.529 -1.141 3.805
H 3.019 -2.260 3.767
H 2.189 -1.495 2.346
H 1.260 -3.488 4.201

6.
This record from the Open Molecules 2025 dataset describes a 2-piece molecular cluster, C21H25NO4 overall in a non-equilibrium geometry. The level of theory is ωB97M-V with the def2-TZVPD basis set.

Properties
Total charge = 0
Energy = -31857.1811 eV
LUMO = -2.83 eV
Energy above the lowest of the compared OMol25 structures with the same formula, charge and spin = 7.112 eV
Frontier orbital gap = 0.12602 hartree

Atoms and positions in Å:
C -1.545 -0.046 1.997
C -0.321 0.687 1.663
C 0.995 0.373 2.003
C 1.950 1.448 2.154
C 1.498 2.876 2.179
C 3.294 1.159 2.304
C 3.762 -0.159 2.348
C 5.231 -0.410 2.444
C 2.836 -1.207 2.316
C 1.474 -0.980 2.183
C 0.556 -2.160 2.205
H -2.356 0.675 2.181
H -1.877 -0.646 1.139
H -1.441 -0.699 2.875
H -0.496 1.632 1.152
H 2.362 3.542 2.298
H 0.983 3.156 1.253
H 0.813 3.070 3.017
H 4.016 1.977 2.391
H 5.442 -1.482 2.474
H 5.755 0.028 1.586
H 5.651 0.052 3.346
H 3.196 -2.236 2.395
H 1.153 -3.081 2.217
H -0.078 -2.184 3.103
H -0.095 -2.203 1.322
C -5.522 -2.232 0.226
C -4.899 -1.071 -0.501
O -3.478 -1.228 -0.410
C -2.838 -0.302 -1.191
C -1.436 -0.599 -1.342
C -0.661 -0.012 -2.343
C -1.025 1.244 -2.945
C -0.243 1.824 -3.919
C 0.915 1.158 -4.380
N 1.809 1.860 -5.235
O 2.833 1.281 -5.665
O 1.539 3.053 -5.515
C 1.264 -0.114 -3.868
C 0.517 -0.673 -2.855
O -3.488 0.625 -1.685
H -6.606 -2.112 0.232
H -5.297 -3.178 -0.277
H -5.168 -2.297 1.259
H -5.198 -1.076 -1.556
H -5.180 -0.112 -0.049
H -1.070 -1.476 -0.827
H -1.958 1.715 -2.645
H -0.484 2.801 -4.329
H 2.147 -0.605 -4.269
H 0.770 -1.657 -2.455